(1)
Computed, not measured: a single CH8N2Si molecule at a distorted geometry, with the ωB97M-V functional and the def2-TZVPD basis.

Positions of all 12 atoms, in Å:
C 0.95 1.00 0.03
N 0.74 -1.54 -0.15
N 0.15 -0.10 0.13
Si -1.56 -0.10 0.00
H 1.79 1.07 0.68
H 1.35 1.37 -0.98
H 0.19 1.73 0.26
H 0.83 -1.71 0.83
H 1.59 -1.56 -0.66
H -1.76 -0.18 -1.45
H -2.33 -1.20 0.75
H -1.93 1.22 0.56

Max |F|   0.098 Eh/bohr
Structure (SMILES)   CN(N)[SiH3]
Energy relative to the best compared isomer or geometry (same formula, charge and spin)   41.4 kcal/mol
HOMO-LUMO gap   9.51 eV
LUMO level   1.0 eV

***

(2)
Computed, not measured: a 2-piece molecular cluster, CH8N3 overall at a distorted geometry, with the ωB97M-V functional and the def2-TZVPD basis.

Positions of all 12 atoms, in Å:
N 0.53 1.78 1.37
H 0.52 2.76 1.13
H -0.21 0.58 0.36
H 1.52 1.59 1.18
H 0.40 1.79 2.40
N 0.73 -1.37 -0.69
C -0.54 -0.98 -0.88
N -1.04 0.09 -0.18
H 1.25 -1.68 0.21
H 1.32 -1.63 -1.61
H -1.12 -1.43 -1.72
H -1.95 0.39 -0.18

Max |F|   0.140 Eh/bohr
Energy relative to the best compared isomer or geometry (same formula, charge and spin)   35.8 kcal/mol
Charge   +1
HOMO-LUMO gap   10.94 eV
LUMO level   -4.3 eV

***

(3)
Computed, not measured: a 2-piece molecular cluster, CH8N3 overall at a distorted geometry, with the ωB97M-V functional and the def2-TZVPD basis.

Positions of all 12 atoms, in Å:
N 2.17 0.90 1.18
H 3.13 1.17 1.42
H 1.65 1.63 0.71
H 1.80 0.50 2.05
H 2.15 0.10 0.54
N -1.82 -1.12 -0.36
C -1.09 -0.05 -0.66
N 0.21 -0.01 -0.51
H -1.44 -2.05 -0.33
H -2.83 -1.02 -0.35
H -1.68 0.80 -1.04
H 0.54 0.34 -1.42

Max |F|   0.031 Eh/bohr
Energy relative to the best compared isomer or geometry (same formula, charge and spin)   38.1 kcal/mol
Charge   +1
HOMO-LUMO gap   9.18 eV
LUMO level   -3.6 eV

***

(4)
Computed, not measured: a 2-piece molecular cluster, CH8N3 overall at a distorted geometry, with the ωB97M-V functional and the def2-TZVPD basis.

Positions of all 12 atoms, in Å:
N -2.33 0.00 0.65
H -2.76 -0.94 0.57
H -0.31 -0.18 0.84
H -2.71 0.63 -0.07
H -2.58 0.47 1.54
N 0.93 0.17 -1.44
C 1.34 -0.21 -0.29
N 0.69 0.01 0.87
H 0.07 0.69 -1.55
H 1.39 -0.28 -2.22
H 2.33 -0.67 -0.26
H 1.18 -0.04 1.77

2S+1   2
Max |F|   0.070 Eh/bohr
Energy relative to the best compared isomer or geometry (same formula, charge and spin)   6.6 kcal/mol
Charge   +2
HOMO-LUMO gap (alpha / beta)   12.44 / 5.18 eV
LUMO level (alpha / beta)   -8.4 / -15.3 eV

***

(5)
Computed, not measured: a 2-piece molecular cluster, CH8N3O overall at a distorted geometry, with the ωB97M-V functional and the def2-TZVPD basis.

Positions of all 13 atoms, in Å:
N -0.42 0.02 -0.59
C 0.39 1.02 -0.26
N -0.07 2.02 0.61
N 1.73 0.88 -0.26
H -0.13 -0.91 -0.33
H -1.34 0.20 -0.96
H 0.14 1.68 1.55
H -1.04 2.31 0.54
H 2.16 0.91 0.65
H 2.25 0.44 -1.01
H -0.95 -2.90 -0.67
H -1.69 -3.18 0.49
O -1.03 -2.50 0.23

Max |F|   0.061 Eh/bohr
Energy relative to the best compared isomer or geometry (same formula, charge and spin)   57.3 kcal/mol
Charge   +1
HOMO-LUMO gap   10.07 eV
LUMO level   -4.9 eV

***

(6)
Computed, not measured: a 3-piece molecular cluster, CH8NO2 overall at a distorted geometry, with the ωB97M-V functional and the def2-TZVPD basis.

Positions of all 12 atoms, in Å:
C 1.00 0.32 1.43
N 1.34 1.38 0.71
H 0.96 0.57 2.48
H 0.63 -0.60 0.91
H 1.41 1.22 -0.31
H 1.53 2.31 1.08
H -1.01 -1.59 -2.70
H 0.04 -2.13 -3.65
O -0.06 -1.80 -2.77
H -1.85 -0.58 1.28
H -2.58 0.72 0.94
O -1.75 0.36 1.07

Max |F|   0.073 Eh/bohr
Energy relative to the best compared isomer or geometry (same formula, charge and spin)   28.5 kcal/mol
Charge   +1
HOMO-LUMO gap   8.95 eV
LUMO level   -5.6 eV

***

Repeat the third record exactly.
Computed, not measured: a 2-piece molecular cluster, CH8N3 overall at a distorted geometry, with the ωB97M-V functional and the def2-TZVPD basis.

Positions of all 12 atoms, in Å:
N 2.17 0.90 1.18
H 3.13 1.17 1.42
H 1.65 1.63 0.71
H 1.80 0.50 2.05
H 2.15 0.10 0.54
N -1.82 -1.12 -0.36
C -1.09 -0.05 -0.66
N 0.21 -0.01 -0.51
H -1.44 -2.05 -0.33
H -2.83 -1.02 -0.35
H -1.68 0.80 -1.04
H 0.54 0.34 -1.42

Max |F|   0.031 Eh/bohr
Energy relative to the best compared isomer or geometry (same formula, charge and spin)   38.1 kcal/mol
Charge   +1
HOMO-LUMO gap   9.18 eV
LUMO level   -3.6 eV

***

The lowest energy relative to the best compared isomer or geometry (same formula, charge and spin) belongs to which entry?
number 4